# 1
Molecular formula: C30H47N4OPtSSi2
Method: DFT, the ωB97M-V functional and the def2-TZVPD basis

The total energy is -2561.97503 a.u. As for the LUMO energy (spin up / spin down): -0.1443 / -0.1427 Ha. The largest force on an atom comes out at 0.081 Eh/bohr. The value obtained for the energy relative to the best compared isomer or geometry (same formula, charge and spin) is 271.61 kJ/mol. The charge is +1. The multiplicity is 1.

Last column: Löwdin charge in e.
CARTESIAN COORDINATES (ANGSTROEM)
Pt: -0.05890 0.30780 -0.00220  0.983
N: -3.62240 1.87440 0.48530  0.036
C: -2.87720 0.72310 0.99050  -0.428
C: -2.45340 0.89510 2.44660  -0.094
C: -1.48090 -0.21180 2.86960  -0.330
N: -0.17240 -0.02170 2.22940  0.021
C: -2.05660 -1.59540 2.55350  -0.095
C: -2.58300 -1.75180 1.12230  -0.361
N: -1.47860 -1.75530 0.15750  0.014
C: -3.57040 -0.62330 0.79860  -0.096
H: -2.27060 2.68530 -0.51560  -0.113
H: -3.96700 2.46290 1.23650  0.103
H: -4.41190 1.59810 -0.08590  0.092
H: -1.92850 0.67140 0.38630  0.015
H: -3.33590 0.85890 3.09150  0.138
H: -1.97260 1.86710 2.57330  0.128
H: -1.35750 -0.15090 3.96030  0.158
H: 0.43970 -0.81640 2.41480  0.110
H: 0.28730 0.80210 2.61170  0.096
H: -2.88760 -1.78370 3.23480  0.134
H: -1.29620 -2.35460 2.74960  0.127
H: -3.12980 -2.70890 1.07430  0.150
H: -1.84180 -1.93500 -0.77570  0.099
H: -0.82480 -2.49990 0.38080  0.102
H: -4.44200 -0.71160 1.45420  0.136
H: -3.91330 -0.72190 -0.23580  0.125
C: -2.76330 4.09020 -5.64060  -0.175
Si: -2.48150 3.83990 -3.77650  0.598
C: -4.10330 3.34100 -2.88070  -0.167
C: -1.68590 5.40480 -3.05190  -0.186
C: -1.34900 2.29910 -3.56230  -0.220
C: -1.03200 1.44610 -4.61760  -0.039
C: -0.30580 0.28420 -4.40340  -0.019
C: 0.05080 -0.04690 -3.10860  -0.094
N: -0.24190 0.75380 -2.09140  -0.112
C: -0.88600 1.90000 -2.31750  -0.598
S: -0.97890 2.94960 -0.86660  0.869
H: -3.35540 4.98360 -5.81370  0.034
H: -3.29100 3.26010 -6.10010  0.031
H: -1.82300 4.22400 -6.16790  0.035
H: -4.97000 3.73400 -3.40230  0.029
H: -4.13790 3.72590 -1.86600  0.014
H: -4.22290 2.26150 -2.83240  0.024
H: -2.27780 6.27950 -3.30040  0.033
H: -0.69240 5.56020 -3.46030  0.038
H: -1.58950 5.37070 -1.97320  -0.016
H: -1.34140 1.70100 -5.61780  0.107
H: -0.03260 -0.35640 -5.22460  0.118
H: 0.59500 -0.95220 -2.87300  0.128
C: 4.86020 1.70120 -0.93090  -0.098
C: 5.04660 0.43700 -0.11470  -0.605
C: 5.16130 -0.78650 -0.99970  -0.103
C: 6.23860 0.54810 0.81320  -0.091
Si: 3.35740 0.21610 0.93860  0.439
O: 2.22240 -0.10330 -0.07650  -0.392
C: 3.58620 -1.21330 2.18430  -0.225
C: 3.48800 -2.52040 1.72360  -0.110
C: 3.52600 -3.59340 2.59470  -0.089
C: 3.66590 -3.37460 3.95560  -0.092
C: 3.76620 -2.07930 4.43120  -0.088
C: 3.72420 -1.00870 3.55340  -0.098
C: 3.10620 1.83850 1.90510  -0.216
C: 1.93140 2.54580 1.67170  -0.151
C: 1.63380 3.70490 2.36440  -0.091
C: 2.51710 4.18270 3.31860  -0.083
C: 3.69540 3.49860 3.56240  -0.070
C: 3.98540 2.34040 2.86030  -0.100
H: 5.71900 1.85280 -1.58770  0.085
H: 4.77000 2.57480 -0.28910  0.074
H: 3.96900 1.63460 -1.54870  0.072
H: 6.01100 -0.68030 -1.67730  0.085
H: 4.26430 -0.91520 -1.59800  0.068
H: 5.31950 -1.68230 -0.40450  0.071
H: 7.15930 0.54540 0.22460  0.087
H: 6.28750 -0.28990 1.50660  0.078
H: 6.21780 1.47690 1.37790  0.063
H: 3.36520 -2.69320 0.66450  0.096
H: 3.44520 -4.60170 2.21350  0.102
H: 3.69660 -4.20980 4.64070  0.103
H: 3.87470 -1.89860 5.49130  0.103
H: 3.79010 -0.00620 3.94630  0.083
H: 1.24590 2.17470 0.90870  0.013
H: 0.71660 4.23690 2.15580  0.096
H: 2.29230 5.08530 3.86660  0.104
H: 4.39320 3.86720 4.29890  0.107
H: 4.91210 1.82740 3.06600  0.095

***

# 2
Molecular formula: C2HCoO2
Method: DFT, the ωB97M-V functional and the def2-TZVPD basis

The total energy is -1609.47979 a.u. As for the LUMO energy (spin up / spin down): -0.2313 / -0.3210 Ha. The largest force on an atom comes out at 0.135 Eh/bohr. The value obtained for the energy relative to the best compared isomer or geometry (same formula, charge and spin) is 188.07 kJ/mol. The charge is +1. The multiplicity is 6.

Last column: Löwdin spin population.
CARTESIAN COORDINATES (ANGSTROEM)
O: -1.89778 0.42873 0.93634  0.202
C: -1.08559 -0.08522 0.22490  0.131
C: 0.18325 0.11148 -0.31169  0.431
O: 1.16319 -0.72914 -0.16826  0.549
H: -0.84410 -0.07597 -1.22392  0.009
Co: 2.48102 0.35012 0.54263  3.678

***

# 3
Molecular formula: C7H14O
Method: DFT, the ωB97M-V functional and the def2-TZVPD basis

The total energy is -350.30836 a.u. The structure (SMILES) is C=CCCCCCO. As for the LUMO energy: 0.0371 Ha. The largest force on an atom comes out at 0.035 Eh/bohr. The value obtained for the energy relative to the best compared isomer or geometry (same formula, charge and spin) is 134.17 kJ/mol. The charge is 0. The multiplicity is 1.

Last column: natural (NBO) charge in e.
CARTESIAN COORDINATES (ANGSTROEM)
C: -0.97803 0.09234 2.99479  -0.395
C: 0.12031 -0.16899 2.31060  -0.171
C: 1.05407 0.87383 1.77198  -0.437
C: 0.94273 1.06669 0.26073  -0.391
C: 1.17997 -0.12824 -0.66257  -0.405
C: 0.45107 -0.02695 -1.99193  -0.431
C: -1.06608 -0.21576 -1.81192  -0.064
O: -1.52658 -1.45495 -2.32985  -0.716
H: -1.72929 -0.59702 3.33964  0.201
H: -1.25912 1.12204 3.20792  0.182
H: 0.37873 -1.17758 2.02922  0.193
H: 2.08378 0.57712 2.03423  0.204
H: 0.89803 1.83374 2.26378  0.211
H: -0.05264 1.49427 0.06599  0.192
H: 1.52565 1.94857 -0.04186  0.204
H: 0.91050 -1.03146 -0.08558  0.199
H: 2.25839 -0.29555 -0.70938  0.206
H: 0.65491 0.95937 -2.41267  0.201
H: 0.81703 -0.83040 -2.64047  0.214
H: -1.59410 0.62104 -2.27251  0.158
H: -1.26128 -0.26438 -0.74723  0.183
H: -1.32380 -1.49796 -3.26713  0.460

***

# 4
Molecular formula: C4H9N2
Method: DFT, the ωB97M-V functional and the def2-TZVPD basis

The total energy is -266.89441 a.u. As for the LUMO energy: -0.1276 Ha. The largest force on an atom comes out at 0.040 Eh/bohr. The value obtained for the energy relative to the best compared isomer or geometry (same formula, charge and spin) is 537.89 kJ/mol. The charge is +1. The multiplicity is 1.

Last column: natural (NBO) charge in e.
CARTESIAN COORDINATES (ANGSTROEM)
C: 0.47776 -2.02384 -0.26413  -0.154
C: -0.78088 -1.24998 -0.11056  -0.252
C: 0.89527 0.43455 0.84063  -0.321
C: 0.79613 1.28133 -0.39607  0.128
N: 0.42516 -0.46950 -0.19178  -0.345
N: -0.51476 1.98496 -0.47357  -0.752
H: 0.74992 -2.41807 -1.22950  0.243
H: 0.95030 -2.47510 0.59352  0.235
H: -1.44355 -1.19330 -0.96717  0.226
H: -1.29879 -1.29346 0.84407  0.220
H: 1.91286 0.24174 1.16441  0.249
H: 0.21680 0.58291 1.68243  0.195
H: -1.29980 1.57887 0.06292  0.412
H: -0.78234 2.09958 -1.46001  0.456
H: -0.30409 2.91931 -0.09519  0.463

***

# 5
Molecular formula: C5H12S2
Method: DFT, the ωB97M-V functional and the def2-TZVPD basis

The total energy is -993.98830 a.u. The structure (SMILES) is CCCSSCC. As for the LUMO energy: 0.0214 Ha. The largest force on an atom comes out at 0.088 Eh/bohr. The value obtained for the energy relative to the best compared isomer or geometry (same formula, charge and spin) is 233.61 kJ/mol. The charge is 0. The multiplicity is 1.

Last column: natural (NBO) charge in e.
CARTESIAN COORDINATES (ANGSTROEM)
C: 2.39003 -1.20072 -0.84991  -0.620
C: 1.70152 -0.52949 0.48511  -0.427
C: 1.24357 0.92800 0.20765  -0.546
S: -0.13320 1.60469 1.23097  0.079
S: -1.16887 2.29221 -0.44851  0.051
C: -2.41934 0.78068 -0.47032  -0.488
C: -2.61660 -0.23392 0.69353  -0.611
H: 1.97024 -1.09431 -1.79131  0.209
H: 3.48946 -1.17969 -0.90930  0.209
H: 2.35034 -2.28840 -0.62214  0.204
H: 0.82576 -1.29447 0.54060  0.221
H: 2.54312 -0.40334 1.31298  0.228
H: 1.14509 1.33224 -0.83158  0.243
H: 2.04294 1.48007 0.69850  0.209
H: -1.97376 0.04440 -1.20182  0.193
H: -3.45052 1.03283 -0.75872  0.212
H: -3.32083 -1.06079 0.32471  0.219
H: -1.67728 -0.61461 0.86268  0.205
H: -2.94166 0.40462 1.52687  0.211

***

# 6
Molecular formula: C21H14AuBrCl5N2Se
Method: DFT, the ωB97M-V functional and the def2-TZVPD basis

The total energy is -8329.89648 a.u. As for the LUMO energy (spin up / spin down): -0.1213 / -0.2359 Ha. The largest force on an atom comes out at 0.058 Eh/bohr. The value obtained for the energy relative to the best compared isomer or geometry (same formula, charge and spin) is 0.00 kJ/mol. The charge is +1. The multiplicity is 3.

Last column: Löwdin spin population.
CARTESIAN COORDINATES (ANGSTROEM)
Au: -0.72155 0.12871 1.00124  0.163
Br: -0.71440 -0.08726 3.98639  0.074
C: 1.13077 -0.45633 3.80218  0.098
C: 1.76855 -0.54032 5.02104  0.078
C: 3.19014 -0.63336 5.03109  0.045
C: 3.84954 -0.82447 3.85979  0.114
C: 3.22065 -0.85775 2.58653  -0.011
C: 3.97662 -1.07169 1.41644  0.196
C: 3.35619 -0.96954 0.19249  0.031
C: 1.98959 -0.60028 0.10129  0.157
C: 1.21243 -0.46519 1.27417  0.160
C: 1.77542 -0.57670 2.55790  0.008
H: 1.18302 -0.48377 5.90989  0.002
H: 3.66063 -0.82755 6.00061  0.000
H: 4.93626 -0.93730 3.82072  0.003
H: 4.98595 -1.41557 1.52353  0.008
H: 3.97381 -1.16627 -0.70232  -0.002
H: 1.52859 -0.46609 -0.85751  0.005
Cl: -3.17649 -1.93584 1.38144  0.003
C: -3.62072 -0.27512 1.13053  0.006
C: -2.63988 0.66784 0.90468  0.041
C: -3.01866 1.99677 0.81101  0.008
Cl: -1.75624 3.18625 0.63411  0.009
C: -4.36670 2.41404 0.98316  0.001
Cl: -4.76872 4.10257 0.87344  0.001
C: -5.33656 1.43507 1.14219  0.000
Cl: -7.00422 1.93575 1.30630  0.000
C: -4.96262 0.09796 1.20221  0.001
Cl: -6.16854 -1.16161 1.43267  0.001
C: 0.88208 -2.34087 -4.06030  0.004
N: 0.68972 -0.94779 -3.79812  0.026
C: 1.55086 0.02951 -4.21728  0.030
C: 1.03158 1.24302 -3.94670  0.028
N: -0.23123 0.98977 -3.40882  0.035
C: -1.30954 1.96850 -3.09740  0.001
C: -0.40998 -0.36694 -3.20733  0.025
Se: -1.88819 -1.23717 -2.35399  0.642
H: 1.83823 -2.47465 -4.62345  0.000
H: 0.07227 -2.77212 -4.63985  0.002
H: 1.02161 -2.80784 -3.11510  0.001
H: 2.45811 -0.31629 -4.75180  0.002
H: 1.43409 2.22816 -4.03731  0.002
H: -1.31256 2.76963 -3.88536  0.001
H: -1.04950 2.40327 -2.09985  0.001
H: -2.26038 1.41886 -3.08458  0.001

***

# 7
Molecular formula: C6H11N2
Method: DFT, the ωB97M-V functional and the def2-TZVPD basis

The total energy is -344.29287 a.u. As for the LUMO energy (spin up / spin down): -0.1295 / -0.1295 Ha. The largest force on an atom comes out at 0.097 Eh/bohr. The value obtained for the energy relative to the best compared isomer or geometry (same formula, charge and spin) is 583.57 kJ/mol. The charge is +1. The multiplicity is 1.

Last column: Löwdin charge in e.
CARTESIAN COORDINATES (ANGSTROEM)
C: 0.99417 1.61437 1.24019  -0.167
C: -0.44032 0.65522 -0.18705  -0.097
C: -0.30410 1.04136 1.25224  0.006
C: 0.40644 1.84604 -0.01776  0.000
C: 0.30252 -1.74911 -1.80217  -0.088
C: -0.50448 -1.84846 -0.54143  -0.130
N: 2.04552 2.03327 2.06371  0.182
N: -1.88264 -1.82550 -0.52786  0.113
H: -0.08473 -2.17074 0.39115  0.120
H: -1.51198 0.73782 -0.38727  0.075
H: -0.99176 1.17584 1.97997  0.106
H: 0.09558 -0.85303 -2.47607  0.110
H: 0.19940 -2.69562 -2.38569  0.098
H: 1.38655 -1.77223 -1.60531  0.089
H: 0.35502 2.70850 -0.59098  0.123
H: 2.65727 2.69834 1.64866  0.109
H: -2.39759 -1.84880 0.38689  0.156
H: -2.22672 -1.65676 -1.45058  0.111
H: 1.90186 1.90950 3.00937  0.082

***

# 8
Molecular formula: CH3NO
Method: DFT, the ωB97M-V functional and the def2-TZVPD basis

The total energy is -169.88255 a.u. The structure (SMILES) is NC=O. As for the LUMO energy: 0.0344 Ha. The largest force on an atom comes out at 0.108 Eh/bohr. The value obtained for the energy relative to the best compared isomer or geometry (same formula, charge and spin) is 65.75 kJ/mol. The charge is 0. The multiplicity is 1.

Last column: natural (NBO) charge in e.
CARTESIAN COORDINATES (ANGSTROEM)
N: 0.14355 -0.41215 -0.06967  -0.840
C: -0.98626 0.37212 -0.04468  0.514
O: -2.18194 -0.11300 -0.09159  -0.614
H: 1.08524 -0.30480 0.39049  0.415
H: -0.11045 -1.39422 -0.12745  0.397
H: -0.81015 1.57976 0.07925  0.129